<A>
ORCA calculation (ωB97M-V/def2-TZVPD) on an isolated ion of composition C5H10NS and charge +1.

Last column: Mulliken charge in e.
Atoms and positions in Å:
C  -2.0874  0.7736  0.2074  -0.3989
C  1.3418  -0.1164  0.2715  0.3270
C  0.4382  -1.2276  -0.0408  -0.4318
C  -1.0193  -1.8970  -0.0718  -0.0133
C  2.7622  -0.2092  -0.0379  -1.1526
N  -3.1166  1.5816  -0.1505  -0.4193
S  -2.4940  -1.1968  0.0653  0.0298
H  -1.2259  0.8409  -0.4514  0.3131
H  -1.8206  0.8541  1.2588  0.3672
H  0.9763  0.7692  0.7717  0.3790
H  1.0519  -2.0334  -0.4463  0.1484
H  -0.9698  -2.9592  -0.2313  0.3452
H  3.0053  -1.0483  -0.6828  0.3684
H  3.3268  -0.3096  0.8941  0.3179
H  3.1048  0.7210  -0.4922  0.3248
H  -3.8927  1.6815  0.4864  0.2545
H  -3.3739  1.6321  -1.1258  0.2406

Its HOMO energy (spin up / spin down) is -0.5043 / -0.5043 Ha. As for the total charge: +1.

<B>
ORCA calculation (ωB97M-V/def2-TZVPD) on an isolated ion of composition C5H10NS and charge +1.

Last column: Mulliken charge in e.
Atoms and positions in Å:
C  2.6912  -0.1779  -0.2975  -0.5122
C  0.0383  0.1922  -0.3815  0.2962
C  -2.1190  -0.6454  -0.9294  -1.3946
C  -1.7284  0.6364  1.2784  -1.1963
C  -1.3619  0.4522  -0.1806  0.6164
N  1.1739  -0.0335  -0.3405  -0.0235
S  4.3465  0.3731  0.6138  -0.0892
H  2.7990  -1.2225  -0.4971  0.3548
H  2.9502  0.4271  -1.1992  0.3434
H  -1.8809  -0.5647  -1.9197  0.4500
H  -1.7590  -1.6453  -0.4938  0.3531
H  -3.1822  -0.5398  -0.8931  0.3749
H  -2.4910  1.4585  1.2777  0.3266
H  -0.8611  1.0967  1.9269  0.3521
H  -1.9821  -0.2955  1.9012  0.3260
H  -1.5007  1.4166  -0.6206  0.2110
H  4.8672  -0.9281  0.7549  0.2113

Its structure (SMILES) is CC(C)C#[N+]CS. Its HOMO energy is -0.5035 Ha. As for the total charge: +1.

Energy comparison, zero being the most stable, in kJ/mol: <A> 0.0; <B> 53.8.

<A>
ORCA calculation (ωB97M-V/def2-TZVPD) on an isolated ion of composition C5H10NS and charge +1.

Last column: Mulliken charge in e.
Atoms and positions in Å:
C  0.3828  -0.0217  0.5039  -0.6093
C  0.1901  0.5444  -0.8703  -0.3137
C  -2.3517  -0.3749  -1.0646  -0.3619
C  1.5933  0.5943  1.1148  -0.8945
C  -0.8753  -0.2433  -1.3368  0.3286
N  -1.4272  -1.4209  -1.6031  -0.2399
S  1.4326  0.5012  2.9675  -0.1887
H  -0.4544  0.3548  1.1714  0.3394
H  0.4735  -1.0823  0.3354  0.3067
H  -0.0154  1.5897  -0.8988  0.4074
H  1.0732  0.2909  -1.3122  0.3573
H  -2.7294  -0.5328  -0.0902  0.2859
H  -2.8780  0.0739  -1.8971  0.2876
H  2.5166  -0.0532  1.0112  0.3891
H  1.7392  1.6226  1.0042  0.4486
H  2.7463  0.3128  3.2359  0.1739
H  -1.4164  -2.1554  -2.2711  0.2835

Its structure (SMILES) is SCCCC1=[NH+]C1. Its HOMO energy is -0.4527 Ha. As for the total charge: +1.

<B>
ORCA calculation (ωB97M-V/def2-TZVPD) on an isolated ion of composition C5H10NS and charge +1.

Last column: Mulliken charge in e.
Atoms and positions in Å:
C  0.6660  0.7791  -0.4651  0.1897
C  1.7363  1.4399  -0.7574  -0.7004
C  -0.1227  -0.4795  -0.6000  0.3711
C  -1.2317  0.0094  0.3525  -0.4470
C  0.6210  -1.7318  -0.1504  -1.4624
N  -0.6236  1.3753  0.5865  -0.2112
S  -2.8730  0.1385  -0.4209  -0.1344
H  1.9586  2.4303  -0.3997  0.2672
H  2.4731  0.9898  -1.4073  0.2753
H  -0.4888  -0.6174  -1.6213  0.4022
H  -1.2932  -0.5515  1.2837  0.3937
H  -0.0572  -2.5812  -0.1463  0.3865
H  1.0300  -1.6056  0.8485  0.3737
H  1.4350  -1.9470  -0.8347  0.4086
H  -0.3275  1.6043  1.5346  0.3247
H  -1.1398  2.1454  0.1577  0.3708
H  -3.5950  0.0281  0.6918  0.1918

Its structure (SMILES) is C=C1[NH2+][C@@H](S)[C@@H]1C. Its HOMO energy is -0.5123 Ha. As for the total charge: +1.

Energy comparison, zero being the most stable, in kJ/mol: <A> 205.7; <B> 0.0.